Entry 1:
DFT (the ωB97M-V functional and the def2-TZVPD basis) results for a molecular structure, C23H68NO23S at a distorted geometry.

```
116
Properties=species:S:1:pos:R:3:forces:R:3
C 5.5886 -2.7727 0.2857 0.6698 1.6370 5.5502
N 4.5282 -1.7598 0.5741 -3.1530 1.0054 0.2986
C 4.5011 -1.4790 1.9883 0.3301 0.7717 4.4730
C 4.6888 -0.4809 -0.1747 0.7109 0.4165 -2.6046
C 2.9883 -2.1855 0.3369 4.8946 -10.3760 -0.4746
C 2.6430 -2.9208 -0.9578 3.7465 -1.1376 -2.4472
O 1.3057 -3.1641 -1.3583 0.7998 0.3307 1.3888
H 5.4688 -3.6258 0.9220 -0.9916 -0.8251 -0.1779
H 6.5971 -2.4733 0.6907 -1.0093 0.7119 -1.0010
H 5.5148 -2.9132 -0.6708 0.3003 -1.3890 -5.4783
H 5.3275 -0.8029 2.2933 -0.0057 -0.3968 -0.6604
H 4.7338 -2.4585 2.5597 -1.0607 1.6290 -0.7746
H 3.5870 -0.8597 2.4288 1.4114 -1.8834 -1.4690
H 5.7335 -0.1379 -0.1103 -0.2151 -0.2853 0.3363
H 4.0396 0.3936 0.1995 0.3409 -1.7761 -0.6630
H 4.5935 -0.8180 -1.3006 -0.3927 1.3002 2.1045
H 2.3284 -1.5517 0.5071 -4.9494 6.9048 1.9427
H 2.7963 -3.0975 1.0093 0.5721 1.9583 0.2692
H 3.3898 -3.9619 -0.9661 -2.8000 2.3326 0.0198
H 3.2057 -2.3258 -1.7066 -0.7283 -0.2011 -0.5543
H 0.7018 -2.3823 -1.1907 1.0493 -0.3863 -0.0947
S -0.5677 -0.1703 0.2040 -0.5711 1.8925 -0.3749
O 0.0177 -0.7064 -0.9789 1.5079 -3.2570 -2.0313
O -0.8146 1.1984 -0.1781 0.2764 2.9354 1.0326
O -1.8629 -0.7225 0.5253 0.4976 -1.5027 0.8918
O 0.3884 -0.3011 1.3078 -0.0496 0.5224 0.1252
C -2.8011 1.6496 -3.9764 0.9519 -1.9670 0.0153
C -3.0609 1.4589 -2.4767 10.5487 -2.7404 -1.3803
O -2.4496 2.4659 -1.7687 2.7598 0.0163 2.5404
O -3.8811 1.0455 -4.6452 0.2908 -2.6537 -1.4858
H -1.7582 1.2301 -4.4271 -2.1694 1.1433 1.4013
H -2.9904 2.6396 -4.2638 0.7910 1.9678 0.1967
H -2.6682 0.4079 -2.0093 -0.7938 1.9666 -1.6983
H -3.9469 1.4472 -2.2492 -9.9248 -0.0395 1.5073
H -1.7980 1.9516 -1.1221 -1.7614 1.7997 -1.5639
H -3.5157 0.1631 -4.8893 -1.0309 0.7346 0.2017
C 3.3241 3.3480 2.1234 -1.7592 0.1574 -0.0007
C 2.0437 2.4170 2.1672 1.0956 3.1858 -1.7290
O 2.3342 1.4738 1.2271 0.1242 -2.9166 -0.6179
O 3.1334 4.6098 2.7648 -0.0664 -0.5192 1.3995
H 3.4401 3.7349 1.1376 0.4909 -1.1096 -1.4528
H 4.2076 2.7725 2.4435 -0.2750 0.5311 0.2396
H 1.1177 2.8502 1.7755 0.1218 1.3461 0.2496
H 1.7611 2.1213 3.1213 0.0949 -1.2268 2.1691
H 1.4982 0.9508 1.1613 0.9613 -0.1006 -0.3029
H 2.2069 4.7533 2.5540 -0.1166 0.6711 0.2102
C 1.4096 1.1141 -3.4274 8.1822 -3.3336 -3.2549
C 1.9976 1.1279 -4.9276 2.6958 -0.9791 -0.4878
O 1.8276 2.3835 -5.4359 0.8584 2.4257 -0.5255
O 1.6020 -0.2740 -3.0669 -1.3673 0.4319 0.7372
H 0.4308 1.3978 -3.3243 -2.0563 1.4680 0.4513
H 2.4189 1.5155 -3.0134 -3.0020 1.0678 0.3434
H 1.8153 0.4187 -5.7702 -1.1771 -0.3953 1.2344
H 3.2292 0.9928 -5.0016 -2.8118 0.2102 1.2541
H 0.9767 2.4682 -5.8193 -1.2467 0.1252 -0.4552
H 0.9784 -0.2719 -2.3233 0.4551 -1.1094 0.2098
C 0.6906 4.2289 -1.8304 1.7691 -1.2247 2.8236
C 1.7041 5.3630 -1.8615 -0.9848 -1.2835 -4.0814
O 2.4795 5.3360 -0.7992 1.2721 -3.0238 4.8713
O 1.2949 2.9614 -1.2068 -2.0588 0.9383 -0.6219
H 0.1102 3.9330 -2.6192 -0.8284 -0.2973 -2.7205
H 0.0140 4.4556 -1.0778 -1.6684 0.9580 1.4002
H 1.2970 6.3211 -1.9690 -1.7168 1.4832 0.0765
H 2.2757 5.3314 -2.7851 0.6273 -0.5971 -0.4998
H 2.1933 4.4311 -0.3551 1.3031 2.2283 -0.8415
H 0.4416 2.4279 -0.9993 2.1310 0.9575 -0.0985
C -0.2270 -2.0030 3.8310 -0.0620 -1.2680 1.0581
C -0.2172 -0.7314 4.8047 2.3549 -0.4524 -3.3122
O -0.3934 0.2585 3.8332 -4.6564 5.4815 10.2209
O 0.9547 -2.0337 3.0142 -0.9890 1.0106 -1.1639
H -1.2978 -2.3308 3.3015 2.5830 1.9207 0.9353
H -0.0882 -2.8726 4.4181 0.1224 -1.0947 1.0274
H 0.7044 -0.2664 5.3213 -0.5283 -2.2533 -0.2771
H -0.9354 -0.8845 5.5514 -1.8183 0.4771 0.6922
H -0.1545 0.0486 3.0653 2.9954 -3.0655 -9.5646
H 0.7965 -1.3796 2.2458 0.2945 -1.4407 1.4189
C -2.0236 3.1022 2.5159 -0.1501 -3.0677 -1.1358
C -1.7546 3.8974 3.7185 0.3423 3.3379 2.8752
O -2.1852 3.1356 4.8734 -0.5250 1.0411 -0.4633
O -1.3596 3.5343 1.3143 -0.9529 6.2137 4.4738
H -3.0869 3.1632 2.2830 -0.2531 -0.1784 0.3636
H -1.8306 1.8883 2.7596 -0.2271 3.3144 -0.6199
H -2.3132 4.9629 3.7573 0.6492 -2.5103 -0.2908
H -0.7140 4.2874 3.9752 -0.7065 -1.0085 -1.1140
H -1.4324 2.6205 5.1426 0.3509 -0.5385 0.0162
H -1.2361 2.7669 0.9471 1.4557 -6.5660 -4.1404
C -4.9115 -0.1864 1.9814 -0.8431 1.3698 0.4626
C -4.8435 0.1979 0.5494 0.1111 -2.6340 -0.8711
O -4.2359 -0.9118 -0.1517 -1.3301 -0.3140 -0.3740
O -3.5912 -0.2363 2.4675 -1.6826 0.7041 2.7488
H -5.3416 -1.1816 1.9357 -0.4705 -0.2496 0.7306
H -5.5644 0.5963 2.5646 1.3044 -1.6018 -0.6707
H -4.1176 0.9098 0.4250 1.1065 2.9641 -0.2254
H -5.7755 0.3783 0.0541 -0.5769 0.4227 -0.0844
H -3.3036 -0.9056 0.1017 -0.4726 -0.1119 -0.5989
H -2.9908 -0.4253 1.7844 1.1015 -0.3465 -1.1810
C -2.8612 -3.2638 -3.7030 -2.3184 -0.3790 -1.3857
C -2.0267 -2.7293 -2.6383 1.8745 1.2990 4.6435
O -1.4285 -1.4728 -3.0747 -3.7552 -3.5261 -4.2454
O -3.4878 -4.4968 -3.3554 6.3387 -1.3080 -5.6811
H -2.4433 -3.4379 -4.7195 0.4832 0.2063 0.9761
H -3.6453 -2.5056 -3.8528 0.0404 -0.0319 -0.1916
H -1.1414 -3.5340 -2.2411 -2.4565 2.1483 -1.0842
H -2.8260 -2.3444 -1.5339 2.3012 -1.7439 -3.3220
H -0.9400 -1.2377 -2.3772 3.0933 1.9022 4.1146
H -4.1108 -4.4042 -2.7813 -5.9344 1.2990 5.6556
C -2.0312 -5.3827 1.5148 -0.6356 -1.2570 -0.2972
C -1.5637 -4.0530 0.8728 -3.6987 -1.1747 1.7361
O -2.5169 -3.1195 1.4116 2.7483 2.6530 -1.2571
O -1.3503 -6.5043 0.8504 0.1206 0.7011 3.0964
H -3.2429 -5.5302 1.4346 2.9629 0.6882 0.0253
H -1.7758 -5.4876 2.5987 -0.1584 0.3333 -0.9336
H -1.6696 -4.1312 -0.1710 -0.4716 -0.2609 -1.6557
H -0.5767 -3.7478 0.9926 2.0221 0.1782 1.0628
H -2.0326 -2.2083 1.1235 -2.2033 -2.4224 1.1040
H -1.6658 -6.4819 -0.0105 -0.7709 -0.0898 -2.6380
```
Forces are in eV/Å.

Values from the calculation:
LUMO level = 1.3434 eV
F_max = 12.5 eV Å⁻¹
Frontier orbital gap = 8.05 eV
Highest occupied orbital energy = -6.71 eV
Net charge = -1
Energy above the lowest of the compared OMol25 structures with the same formula, charge and spin = 113.3 kJ/mol


Entry 2:
DFT (the ωB97M-V functional and the def2-TZVPD basis) results for a molecular structure, CH5NO2 at a distorted geometry.

```
9
Properties=species:S:1:pos:R:3:forces:R:3
O -0.3128 -0.7137 0.2421 -0.3563 0.3373 1.0619
C 0.5608 -0.0303 0.9522 0.8500 -1.0732 -0.7608
O 0.3993 0.9166 1.6498 -0.7305 0.9842 0.8335
H 1.5669 -0.4266 0.7846 0.6672 -0.1271 0.1642
N -0.5243 -0.0920 -2.0042 3.2227 1.6221 -2.8031
H -1.4326 -0.4706 -1.9659 -1.4617 0.3187 -0.3388
H -0.2042 -0.3845 -0.8040 0.0670 -1.0218 0.7276
H 0.0221 -0.4536 -2.8234 -0.9136 0.1424 1.1786
H -0.3391 0.9383 -2.0101 -1.3449 -1.1827 -0.0630
```
Forces are in eV/Å.

Values from the calculation:
LUMO level = 0.3395 eV
F_max = 4.6 eV Å⁻¹
Frontier orbital gap = 9.93 eV
Highest occupied orbital energy = -9.59 eV
Net charge = 0
Energy above the lowest of the compared OMol25 structures with the same formula, charge and spin = 117.7 kJ/mol


Entry 3:
DFT (the ωB97M-V functional and the def2-TZVPD basis) results for 2 unconnected molecules or ions with the total composition CHClFNO2 at a distorted geometry.

```
7
Properties=species:S:1:pos:R:3:forces:R:3
C -1.1567 0.1465 -0.1850 0.9199 2.0656 1.7217
N 1.4713 0.0486 0.0571 -1.4823 0.6491 -0.4043
O 2.3230 0.8656 -0.1623 -0.1639 -1.0123 0.4522
O 1.3850 -0.9810 0.6460 1.8383 0.2835 0.0519
F -1.3993 0.1643 -1.4528 -0.4459 0.0967 -1.2312
Cl -1.2278 -1.2508 0.6328 -0.7380 -2.0118 0.5411
H -1.3955 1.0068 0.4641 0.0720 -0.0708 -1.1314
```
Forces are in eV/Å.

Values from the calculation:
LUMO level (alpha / beta) = -0.0850 / -1.1903 eV
F_max = 2.8 eV Å⁻¹
Frontier orbital gap (alpha / beta) = 9.74 / 7.25 eV
Highest occupied orbital energy (alpha / beta) = -9.83 / -8.44 eV
Net charge = 0
Energy above the lowest of the compared OMol25 structures with the same formula, charge and spin = 234.1 kJ/mol


Entry 4:
DFT (the ωB97M-V functional and the def2-TZVPD basis) results for a single C3H6O molecule at a distorted geometry.

```
10
Properties=species:S:1:pos:R:3:forces:R:3
C 0.1502 0.7230 -0.1214 -2.5768 4.3421 -1.7820
C -1.0580 -0.2409 -0.0169 -1.9848 1.8758 2.6404
O -0.1534 -1.2917 -0.1156 0.5451 -2.4380 -0.1344
C 0.9957 -0.4506 0.0183 2.9890 -1.4904 -0.4201
H 0.0756 1.2426 -1.1488 0.8018 -0.6520 1.5646
H 0.1905 1.4915 0.7009 0.0827 -0.6454 -1.0445
H -1.5358 -0.0255 1.0653 0.9666 -1.1556 -1.7440
H -2.0050 -0.3077 -0.6550 1.7888 0.2205 0.1403
H 1.8904 -0.6317 -0.7744 -2.2659 0.1826 1.6709
H 1.4496 -0.5090 1.0477 -0.3464 -0.2396 -0.8910
```
Forces are in eV/Å.

Values from the calculation:
LUMO level = 1.1424 eV
F_max = 5.4 eV Å⁻¹
Frontier orbital gap = 10.54 eV
Highest occupied orbital energy = -9.40 eV
SMILES = C1COC1
Net charge = 0
Energy above the lowest of the compared OMol25 structures with the same formula, charge and spin = 218.7 kJ/mol